Model i:
14
Properties=species:S:1:pos:R:3:lowdin_charge:R:1 method="wB97M-V/def2-TZVPD" smiles="C=C1C=CP(S)C1" e_lumo_ha=0.01349 homo_lumo_gap_ev=8.72 homo_energy_ev=-8.3 multiplicity=1
C -0.31025 -1.18498 -1.87447 0.06
C 0.05072 -0.40394 -0.82271 -0.37
C 0.39280 1.01773 -0.92578 -0.16
C 0.63239 1.62587 0.23126 -0.37
P 0.65204 0.56326 1.68513 0.58
S -1.20400 1.03261 2.59716 0.30
C 0.16298 -0.89649 0.62497 -0.38
H -0.40208 -2.19563 -1.99634 0.02
H -0.44646 -0.65286 -2.84174 0.07
H 0.62677 1.51848 -1.84472 0.10
H 0.86475 2.77123 0.20803 0.11
H -0.99637 -0.10597 3.40837 -0.15
H 0.85376 -1.76423 0.85398 0.09
H -0.87705 -1.32507 0.69688 0.09



Model ii:
14
Properties=species:S:1:pos:R:3:lowdin_charge:R:1 method="wB97M-V/def2-TZVPD" e_lumo_ha="-0.05594 / -0.03210" homo_lumo_gap_ev="7.70 / 7.35" homo_energy_ev="-9.2 / -8.2" multiplicity=1
C 1.12428 0.01624 -0.66654 -0.11
C 0.51498 -0.68491 -1.66693 -0.29
C -1.14261 -0.06468 0.28765 -0.27
C 0.12148 0.35211 0.39775 -0.39
C 0.54598 1.24172 1.58600 -0.05
P -1.18765 -1.00224 -1.24361 0.30
S -2.56647 -0.84242 -2.57396 0.20
H 2.17701 0.34987 -0.58306 0.12
H 0.88961 -1.19891 -2.57563 0.08
H -1.92083 0.22313 1.03288 0.11
H -0.14640 0.97903 2.29366 0.02
H 0.52152 2.31505 1.45209 0.07
H 1.62868 1.08104 2.02094 0.12
H -0.55957 -2.76503 0.23874 0.11



Which one sits at the bottom of the stability order? model ii does.